[1]
{
  "formula": "C2H2N2O2",
  "method": "ωB97M-V with the def2-TZVPD basis set",
  "charge": 0,
  "homo_lumo_gap_ha": 0.3828,
  "lumo_energy_ev": 0.135,
  "e_homo_ha": -0.3778,
  "e_above_lowest_ev": 2.332,
  "elements": ["C", "C", "H", "H", "N", "N", "O", "O"],
  "xyz": [[0.687, 0.041, -0.167], [-1.314, 0.459, -0.022], [2.376, -0.802, 0.388], [-2.202, 1.204, 0.132], [-0.149, 1.078, -0.093], [-1.435, -0.842, -0.085], [1.999, 0.057, -0.072], [0.039, -1.195, -0.081]]
}

[2]
{
  "formula": "C2H2N2O2",
  "method": "ωB97M-V with the def2-TZVPD basis set",
  "charge": 0,
  "homo_lumo_gap_ha": [0.2132, 0.2683],
  "lumo_energy_ev": [0.754, -3.136],
  "e_homo_ha": [-0.1855, -0.3836],
  "spin_multiplicity": 3,
  "s2": 2.01,
  "e_above_lowest_ev": 1.794,
  "elements": ["C", "C", "N", "N", "O", "O", "H", "H"],
  "xyz": [[2.381, 0.964, -0.623], [-2.160, -0.131, 0.351], [1.915, 0.260, 0.149], [-2.260, -1.067, -0.435], [-2.015, 0.782, 1.020], [1.392, -0.560, 0.806], [2.889, 1.789, -1.026], [-2.142, -2.036, -0.243]]
}

[3]
{
  "formula": "C2H2N2O2S",
  "method": "ωB97M-V with the def2-TZVPD basis set",
  "charge": 0,
  "homo_lumo_gap_ha": [0.2519, 0.2522],
  "lumo_energy_ev": [-3.592, -3.587],
  "e_homo_ha": [-0.3839, -0.3840],
  "e_above_lowest_ev": 5.985,
  "elements": ["C", "C", "N", "N", "O", "O", "S", "H", "H"],
  "xyz": [[2.539, -1.429, 0.334], [0.220, 0.789, -0.276], [2.818, -1.982, 1.307], [-0.412, 0.952, -1.502], [-1.041, 0.017, -1.967], [-0.345, 2.055, -1.993], [2.190, -0.757, -1.177], [0.598, 1.656, 0.209], [-0.400, -0.103, 0.218]]
}

[4]
{
  "formula": "C2H2N2O2S2",
  "method": "ωB97M-V with the def2-TZVPD basis set",
  "charge": 0,
  "homo_lumo_gap_ha": [0.2172, 0.2891],
  "lumo_energy_ev": [-1.798, -0.781],
  "e_homo_ha": [-0.2833, -0.3178],
  "e_above_lowest_ev": 4.960,
  "elements": ["C", "C", "N", "N", "O", "O", "S", "S", "H", "H"],
  "xyz": [[-0.076, 0.121, 0.080], [-0.452, 1.380, -0.049], [-0.808, -1.049, 0.273], [2.689, -0.202, 0.346], [-0.510, 2.504, -0.101], [-2.919, 0.003, -0.652], [1.670, -0.344, -0.778], [-2.418, -1.296, -0.226], [-0.180, -1.781, 0.524], [3.006, 0.664, 0.583]]
}

[5]
{
  "formula": "C2H2N2O3",
  "method": "ωB97M-V with the def2-TZVPD basis set",
  "charge": -2,
  "homo_lumo_gap_ha": 0.2314,
  "lumo_energy_ev": 7.428,
  "e_homo_ha": 0.0416,
  "e_above_lowest_ev": 5.451,
  "elements": ["C", "C", "N", "N", "O", "O", "O", "H", "H"],
  "xyz": [[-0.320, -0.458, -0.004], [0.832, 0.368, -0.093], [-1.560, -0.202, 0.016], [1.952, -0.286, -0.010], [-2.556, -1.010, 0.121], [3.195, 0.118, 0.086], [-2.097, 1.478, -0.132], [0.001, -1.504, 0.187], [0.553, 1.496, -0.170]]
}

[6]
{
  "formula": "C2H2N2O3",
  "method": "ωB97M-V with the def2-TZVPD basis set",
  "charge": -2,
  "homo_lumo_gap_ha": [0.1388, 0.2137],
  "lumo_energy_ev": [7.302, 7.215],
  "e_homo_ha": [0.1295, 0.0515],
  "spin_multiplicity": 3,
  "s2": 2.01,
  "e_above_lowest_ev": 0.685,
  "elements": ["C", "C", "N", "N", "O", "O", "O", "H", "H"],
  "xyz": [[0.548, 0.731, -1.463], [0.519, -0.369, 0.119], [-0.378, 0.076, 1.142], [-1.458, -0.684, 1.342], [-2.312, -0.157, 2.178], [1.285, 1.738, -1.358], [-0.067, 0.246, -2.443], [0.470, -1.536, -0.114], [1.393, -0.046, 0.596]]
}

[7]
{
  "formula": "C2H2N2O3",
  "method": "ωB97M-V with the def2-TZVPD basis set",
  "charge": 0,
  "homo_lumo_gap_ha": 0.3855,
  "lumo_energy_ev": 0.262,
  "e_homo_ha": -0.3758,
  "e_above_lowest_ev": 4.646,
  "elements": ["C", "C", "H", "H", "N", "N", "O", "O", "O"],
  "xyz": [[-0.218, 1.260, -0.227], [0.772, -1.234, 0.271], [-2.070, 0.196, -0.036], [1.111, -2.322, 0.437], [-0.911, 0.090, -0.377], [1.511, -0.272, 0.436], [-0.869, 2.369, -0.130], [-0.421, -1.178, -0.286], [1.096, 1.090, -0.086]]
}

[8]
{
  "formula": "C2H2N2O3",
  "method": "ωB97M-V with the def2-TZVPD basis set",
  "charge": 0,
  "homo_lumo_gap_ha": 0.3739,
  "lumo_energy_ev": 0.284,
  "e_homo_ha": -0.3635,
  "e_above_lowest_ev": 0.807,
  "elements": ["C", "C", "H", "H", "N", "N", "O", "O", "O"],
  "xyz": [[1.041, -0.018, 0.026], [-1.168, -0.166, 0.052], [2.829, -0.537, 0.722], [-1.298, 2.044, -0.115], [0.602, 1.124, -0.067], [-0.764, 1.140, 0.105], [2.338, -0.425, -0.164], [-2.276, -0.676, -0.106], [-0.017, -0.931, 0.103]]
}